The following is a quantum chemistry calculation of 2 unconnected molecules or ions with the total composition C4H8N3OS in a non-equilibrium geometry, from the Open Molecules 2025 dataset.

Properties
HOMO, Eh: -0.475
Charge: +1
Energy above the lowest of the compared OMol25 structures with the same formula, charge and spin, kJ/mol: 81.4
E_tot, eV: -21623.9149
Orbital gap, eV: 9.007
Lowest unoccupied orbital energy, eV: -3.9

Atoms and positions in Å:
C1 0.00 -1.49 1.53
C2 0.84 0.61 0.59
C3 1.07 -0.70 1.14
C4 -1.41 0.13 0.68
N1 -1.21 -1.06 1.20
N2 -0.42 1.00 0.35
N3 1.82 1.38 0.20
O1 -0.98 -0.35 -1.89
S1 -3.00 0.67 0.40
H1 0.04 -2.36 2.04
H2 2.09 -1.13 1.22
H3 -0.54 -0.02 -2.75
H4 -0.64 1.90 -0.04
H5 2.77 1.20 0.55
H6 1.91 2.39 -0.22
H7 -1.78 -0.96 -2.04
H8 -3.77 -0.38 0.79

These are the Mulliken partial charges, in e, on atoms 1 to 6:
1 C -0.381
2 C 0.830
3 C -0.534
4 C 0.368
5 N -0.454
6 N -0.073

=====

The following is a quantum chemistry calculation of a molecular structure, C40H37I2N2OSb2V, from the Open Molecules 2025 dataset.

Properties
HOMO (spin up / spin down), Eh: -0.475 / -0.475
Charge: +2
Energy above the lowest of the compared OMol25 structures with the same formula, charge and spin, kJ/mol: 2.4
E_tot, eV: -102059.4117
Spin multiplicity: 3
Orbital gap (spin up / spin down), eV: 6.701 / 7.120
Lowest unoccupied orbital energy (spin up / spin down), eV: -6.2 / -5.8

Atoms and positions in Å:
V1 -0.45 -0.95 -0.23
I1 -3.44 -5.54 5.13
C1 -2.36 -4.39 3.78
C2 -0.98 -4.51 3.70
C3 -0.28 -3.74 2.80
I2 1.80 -3.89 2.70
C4 -0.94 -2.83 1.97
O1 -0.20 -2.10 1.10
C5 -2.32 -2.70 2.05
C6 -3.08 -1.67 1.26
N1 -2.54 -1.45 -0.11
C7 -2.71 -2.64 -0.96
C8 -1.93 -2.48 -2.23
C9 -2.29 -3.12 -3.41
C10 -1.48 -2.97 -4.53
C11 -0.34 -2.20 -4.44
C12 -0.04 -1.59 -3.24
N2 -0.82 -1.72 -2.15
C13 -3.03 -3.49 2.95
H1 -0.46 -5.21 4.34
H2 -4.13 -1.97 1.19
H3 -3.05 -0.71 1.78
H4 -3.09 -0.69 -0.52
H5 -2.32 -3.50 -0.41
H6 -3.76 -2.84 -1.17
H7 -3.19 -3.71 -3.44
H8 -1.75 -3.46 -5.45
H9 0.32 -2.06 -5.29
H10 0.84 -0.97 -3.14
H11 -4.10 -3.40 3.02
C14 1.36 1.74 2.38
C15 2.67 1.90 1.62
C16 3.26 0.61 1.05
Sb1 2.22 -0.15 -0.65
C17 2.09 1.62 -1.81
C18 0.84 1.96 -2.34
C19 0.67 3.15 -3.04
C20 1.75 4.00 -3.21
C21 3.00 3.67 -2.68
C22 3.16 2.48 -1.98
C23 3.57 -1.44 -1.61
C24 4.48 -1.01 -2.57
C25 5.35 -1.91 -3.15
C26 5.32 -3.25 -2.78
C27 4.41 -3.69 -1.83
C28 3.53 -2.79 -1.24
Sb2 -0.45 1.39 1.29
C29 -1.82 1.27 2.88
C30 -1.63 0.26 3.83
C31 -2.54 0.10 4.86
C32 -3.64 0.95 4.95
C33 -3.83 1.95 4.01
C34 -2.92 2.12 2.97
C35 -0.85 3.21 0.32
C36 0.02 4.29 0.45
C37 -0.24 5.46 -0.25
C38 -1.36 5.56 -1.06
C39 -2.23 4.49 -1.19
C40 -1.97 3.31 -0.50
H12 1.13 2.63 2.96
H13 1.41 0.91 3.09
H14 3.40 2.30 2.33
H15 2.58 2.65 0.84
H16 3.28 -0.19 1.79
H17 4.29 0.77 0.72
H18 -0.02 1.31 -2.19
H19 -0.30 3.41 -3.43
H20 1.63 4.93 -3.75
H21 3.84 4.34 -2.82
H22 4.14 2.25 -1.57
H23 4.51 0.03 -2.88
H24 6.06 -1.58 -3.90
H25 6.00 -3.95 -3.24
H26 4.39 -4.73 -1.54
H27 2.82 -3.13 -0.50
H28 -0.78 -0.41 3.76
H29 -2.39 -0.67 5.60
H30 -4.35 0.83 5.76
H31 -4.68 2.61 4.09
H32 -3.07 2.91 2.25
H33 0.89 4.23 1.08
H34 0.44 6.30 -0.15
H35 -1.56 6.48 -1.60
H36 -3.11 4.57 -1.81
H37 -2.66 2.47 -0.61

These are the Mulliken partial charges, in e, on atoms 1 to 6:
1 V 0.675
2 I 0.166
3 C -0.686
4 C -0.245
5 C -0.432
6 I 0.114

=====

The following is a quantum chemistry calculation of 2 unconnected molecules or ions with the total composition C4H10BClN2 in a non-equilibrium geometry, from the Open Molecules 2025 dataset.

Properties
HOMO, Eh: -0.308
Charge: 0
Energy above the lowest of the compared OMol25 structures with the same formula, charge and spin, kJ/mol: 0.0
E_tot, eV: -20486.9077
Structure (SMILES): CN(C)CCl.BC#N
Orbital gap, eV: 7.249
Lowest unoccupied orbital energy, eV: -1.1

Atoms and positions in Å:
C1 -1.72 -0.53 0.18
N1 -0.39 -1.06 0.15
C2 -0.13 -2.45 -0.01
C3 0.64 -0.16 0.47
Cl1 2.27 -0.86 0.69
H1 -2.39 -1.34 -0.13
H2 -2.00 -0.25 1.21
H3 -1.85 0.32 -0.51
H4 -1.09 -2.91 -0.26
H5 0.58 -2.63 -0.83
H6 0.26 -2.87 0.92
H7 0.40 0.43 1.39
H8 0.74 0.52 -0.35
B1 0.94 2.46 -1.13
H9 1.99 2.01 -1.50
H10 -0.14 2.24 -1.64
C4 0.94 3.19 0.20
N2 0.97 3.90 1.15

These are the Mulliken partial charges, in e, on atoms 1 to 6:
1 C -0.804
2 N 0.099
3 C -0.973
4 C -0.072
5 Cl -0.186
6 H 0.284

=====

The following is a quantum chemistry calculation of C4H7NO in the gas phase in a non-equilibrium geometry, from the Open Molecules 2025 dataset.

Properties
HOMO, Eh: -0.284
Charge: 0
Energy above the lowest of the compared OMol25 structures with the same formula, charge and spin, kJ/mol: 237.9
E_tot, eV: -7797.1785
Structure (SMILES): NC(O)=C1CC1
Orbital gap, eV: 8.672
Lowest unoccupied orbital energy, eV: 0.9

Atoms and positions in Å:
N1 2.03 -0.34 -0.43
C1 1.03 0.07 0.40
O1 1.50 0.69 1.50
C2 -0.27 -0.10 0.19
C3 -1.25 -0.51 -0.82
C4 -1.54 0.58 0.17
H1 1.71 -0.93 -1.17
H2 2.88 -0.61 0.04
H3 0.66 0.87 1.95
H4 -1.12 -0.22 -1.85
H5 -1.78 -1.44 -0.71
H6 -2.28 0.37 0.93
H7 -1.58 1.59 -0.21

These are the Mulliken partial charges, in e, on atoms 1 to 6:
1 N -0.512
2 C 0.492
3 O -0.505
4 C -0.087
5 C -0.533
6 C -0.587

=====

The following is a quantum chemistry calculation of 2 unconnected molecules or ions with the total composition C7H8S2 in a non-equilibrium geometry, from the Open Molecules 2025 dataset.

Properties
HOMO, Eh: -0.315
Charge: 0
Energy above the lowest of the compared OMol25 structures with the same formula, charge and spin, kJ/mol: 413.2
E_tot, eV: -29055.1028
Orbital gap, eV: 8.453
Lowest unoccupied orbital energy, eV: -0.1

Atoms and positions in Å:
C1 -0.44 2.40 -1.25
C2 -0.65 1.26 -0.46
C3 0.34 2.14 -2.36
C4 0.07 0.15 -0.89
C5 0.16 -1.11 -0.22
C6 0.69 -1.10 1.09
C7 -0.23 -1.75 2.15
S1 0.81 0.53 -2.50
S2 1.64 -2.11 -0.10
H1 -0.74 3.38 -1.06
H2 -0.87 1.33 0.61
H3 0.43 2.81 -3.22
H4 -1.20 -2.17 -0.18
H5 1.16 -0.20 1.35
H6 -1.19 -1.77 1.76
H7 -0.11 -1.06 2.96
H8 0.15 -2.73 2.31

These are the Mulliken partial charges, in e, on atoms 1 to 6:
1 C -0.545
2 C -0.441
3 C -0.267
4 C -0.003
5 C -0.123
6 C -0.187

=====

The following is a quantum chemistry calculation of a molecular structure, CuH36O18 in a non-equilibrium geometry, from the Open Molecules 2025 dataset.

Properties
HOMO, Eh: -0.429
Charge: +1
E_tot, eV: -82075.2531
Orbital gap, eV: 8.876
Lowest unoccupied orbital energy, eV: -2.8

Atoms and positions in Å:
Cu1 0.11 -0.20 -0.40
O1 3.08 2.99 -2.77
H1 2.90 3.74 -2.21
H2 2.93 3.31 -3.66
O2 4.61 1.99 1.38
H3 4.64 1.20 0.84
H4 4.76 2.70 0.76
O3 -2.84 -0.75 3.18
H5 -2.17 -1.43 3.04
H6 -3.30 -0.70 2.34
O4 0.00 3.99 -0.44
H7 -0.54 3.74 -1.19
H8 0.29 3.17 -0.06
O5 2.39 0.34 -2.03
H9 2.42 1.26 -2.31
H10 2.89 -0.13 -2.69
O6 -0.48 -1.80 -2.70
H11 -1.41 -1.62 -2.86
H12 -0.19 -2.26 -3.48
O7 -0.93 -3.13 2.92
H13 -1.25 -3.48 2.09
H14 -0.02 -3.41 2.96
O8 -0.58 2.45 -2.53
H15 -1.31 1.89 -2.79
H16 -0.20 2.75 -3.35
O9 -3.09 -1.04 -2.90
H17 -3.77 -1.72 -2.84
H18 -3.46 -0.38 -3.49
O10 1.76 -0.54 3.42
H19 1.52 0.13 4.05
H20 1.70 -1.37 3.90
O11 -3.67 2.40 0.22
H21 -4.62 2.25 0.17
H22 -3.51 2.68 1.12
O12 -2.16 0.20 -0.67
H23 -2.64 -0.21 -1.38
H24 -2.67 0.97 -0.44
O13 3.11 -3.85 0.70
H25 2.60 -4.55 0.29
H26 4.01 -4.16 0.65
O14 -3.71 -3.19 -0.62
H27 -4.65 -3.08 -0.74
H28 -3.50 -4.00 -1.09
O15 0.63 1.53 1.03
H29 1.49 1.40 1.45
H30 0.03 1.65 1.77
O16 -2.05 2.39 2.47
H31 -2.20 1.44 2.48
H32 -2.24 2.67 3.36
O17 3.99 -0.76 0.00
H33 3.30 -1.42 0.07
H34 3.85 -0.35 -0.85
O18 1.19 -1.72 1.00
H35 1.38 -2.65 1.04
H36 1.57 -1.36 1.80

These are the Mulliken partial charges, in e, on atoms 1 to 6:
1 Cu 0.498
2 O -0.637
3 H 0.328
4 H 0.287
5 O -0.625
6 H 0.308

=====

The following is a quantum chemistry calculation of 2 unconnected molecules or ions with the total composition C6H5F2OS in a non-equilibrium geometry, from the Open Molecules 2025 dataset.

Properties
HOMO (spin up / spin down), Eh: -0.562 / -0.563
Charge: +1
Energy above the lowest of the compared OMol25 structures with the same formula, charge and spin, kJ/mol: 110.5
E_tot, eV: -24608.5587
Orbital gap (spin up / spin down), eV: 7.826 / 7.827
Lowest unoccupied orbital energy (spin up / spin down), eV: -7.5 / -7.5

Atoms and positions in Å:
C1 -1.26 -0.19 -1.16
C2 -1.48 0.07 0.26
C3 0.00 -0.49 -1.62
C4 -0.26 0.09 0.82
C5 1.11 -0.36 -0.82
C6 1.02 0.01 0.48
O1 3.64 -0.49 0.81
F1 2.04 -1.59 2.17
F2 2.63 2.68 2.60
S1 2.59 -0.16 1.68
H1 -2.02 -0.40 -1.81
H2 -2.38 0.10 0.68
H3 0.12 -0.67 -2.70
H4 2.52 3.35 3.25
H5 1.99 -0.59 -1.35

These are the Mulliken partial charges, in e, on atoms 1 to 6:
1 C -0.205
2 C -0.964
3 C -0.590
4 C 0.796
5 C 0.001
6 C 0.009